Below is a structure of composition C80H199CdN12O35 at a distorted geometry, with properties calculated with ωB97M-V/def2-TZVPD.

```
! RIJCOSX wB97M-V def2-TZVPD def2/J DEFGRID3
* xyz -1 1
Cd -5.44897 -1.19727 1.96991
C -9.45249 -2.44094 0.96485
C -8.01172 -2.04398 1.14235
C -7.18921 -1.90806 -0.21295
O -6.03883 -1.51452 -0.08590
C -7.90973 -2.23993 -1.45430
C -9.22911 -2.56066 -1.54133
C -10.04605 -2.70056 -0.25486
O -11.30760 -3.06690 -0.19886
O -9.80249 -2.76872 -2.66771
O -7.35414 -1.86003 2.19525
H -10.03985 -2.35407 1.86699
H -7.34021 -2.05303 -2.35270
C -1.90985 0.51872 -0.03998
C -2.28418 -0.69951 0.70807
O -3.45738 -0.72309 1.53431
H -1.78515 1.42675 0.54998
H -2.55923 0.80321 -0.86791
H -0.89433 0.49734 -0.43542
H -1.46697 -0.99010 1.36825
H -2.36122 -1.43695 -0.09090
O -4.21420 -1.48979 -2.49807
H -4.98775 -1.49957 -1.93438
H -3.51027 -1.82946 -1.94548
O -6.32435 0.74732 2.04228
H -5.94554 1.49422 1.57874
H -7.13369 1.08715 2.42400
O -5.01599 -3.21358 2.22960
H -4.29271 -3.46594 2.80354
H -5.19592 -3.99788 1.71122
O -2.61938 6.01578 -2.64330
H -2.99862 6.46700 -3.39749
H -2.44541 5.12837 -2.95712
O -5.24641 -1.12722 4.15703
H -4.45041 -0.65654 4.40418
H -5.82214 -1.04054 4.91680
O -2.90450 0.23414 4.17941
H -2.89218 -0.14363 3.29999
H -2.09041 0.73430 4.23716
C -1.65940 2.97355 8.10449
O -1.00608 3.09318 6.84579
C -2.03382 3.07388 5.79052
C -1.22962 3.18509 4.49394
N -0.69419 1.81437 4.25260
C 0.04288 1.76815 3.03236
C 1.36776 2.59468 3.03780
O 2.24408 2.03747 4.01299
C 3.45698 2.68035 4.20194
H -2.36500 2.14472 8.04735
H -2.29869 3.83026 8.31767
H -1.04364 2.92005 9.00231
H -2.77175 3.86641 5.91481
H -2.58652 2.13990 5.89209
H -0.48993 3.98367 4.43717
H -1.91846 3.33471 3.66254
H -0.00720 1.85031 4.99208
H -0.57745 2.21596 2.25598
H 0.20304 0.77029 2.62407
H 1.22853 3.66953 3.15371
H 1.88396 2.54400 2.07910
H 4.01205 2.28667 5.05341
H 3.31232 3.74814 4.36624
H 4.09765 2.59178 3.32456
C 0.13597 2.17439 -10.68980
O 1.02555 1.51898 -9.84171
C 1.46981 2.32680 -8.72928
C 0.44858 2.59987 -7.66818
N 0.41548 1.51981 -6.70686
C 0.10840 0.16985 -7.20633
C -1.36447 0.05308 -7.64694
O -2.31915 0.41544 -6.69224
C -2.62947 -0.46530 -5.64607
H -0.16944 1.46878 -11.46240
H 0.55935 3.11750 -11.03535
H -0.81353 2.47770 -10.24871
H 1.97965 3.23613 -9.04752
H 2.30378 1.89509 -8.17593
H -0.55803 2.71189 -8.07103
H 0.68794 3.53174 -7.15590
H -0.38600 1.70524 -6.12090
H 0.11798 -0.55945 -6.39631
H 0.85571 -0.09344 -7.95488
H -1.58376 -0.93809 -8.04395
H -1.51897 0.74487 -8.47498
H -1.78487 -0.98898 -5.19826
H -3.40311 -1.18480 -5.91423
H -3.18111 0.07450 -4.87639
C -6.71457 1.40612 -2.68248
O -6.39738 2.49632 -1.86754
C -5.36812 2.08017 -1.01773
C -5.10178 3.18754 0.06120
N -6.10666 3.23262 1.07432
C -5.75659 4.21707 2.12925
C -6.80129 4.02505 3.25041
O -8.02345 4.70788 2.92217
C -8.11622 6.11919 3.33502
H -7.19267 0.52302 -2.25862
H -5.83590 0.93444 -3.12245
H -7.37453 1.71552 -3.49293
H -4.42900 1.93735 -1.55230
H -5.57155 1.14030 -0.50454
H -5.02550 4.17690 -0.38985
H -4.14270 3.02800 0.55396
H -7.08038 3.35531 0.83579
H -5.81375 5.25545 1.80273
H -4.78325 4.05585 2.59263
H -6.37145 4.35754 4.19529
H -7.01770 2.96374 3.37256
H -7.50911 6.35859 4.20805
H -9.13649 6.49485 3.41265
H -7.65154 6.62155 2.48660
C -0.39779 -1.41205 5.74193
O 0.76987 -2.03226 6.33186
C 2.06769 -1.71191 5.78549
C 2.33444 -2.61641 4.56907
N 2.07497 -4.03002 4.88294
C 3.10099 -4.52395 5.77716
C 2.72720 -5.93026 6.21812
O 1.46381 -5.90705 6.88949
C 1.31404 -7.13551 7.71911
H -0.25058 -1.47571 4.66379
H -0.58680 -0.40030 6.10074
H -1.21970 -2.03352 6.09733
H 2.85351 -1.90260 6.51640
H 2.25818 -0.70615 5.41095
H 3.29656 -2.40028 4.10464
H 1.63099 -2.26107 3.81608
H 1.28263 -4.06643 5.50822
H 3.08851 -3.97060 6.71618
H 4.06795 -4.52976 5.27413
H 3.57023 -6.23169 6.83984
H 2.73343 -6.69799 5.44440
H 2.07427 -7.17564 8.49920
H 1.48138 -8.07429 7.19108
H 0.33281 -7.04824 8.18564
C -1.62558 2.50194 -3.11200
O -1.41179 3.78482 -3.81049
C -0.16140 4.40857 -3.83469
C -0.21718 5.42830 -4.98940
N 0.79149 6.47587 -4.74797
C 2.14837 5.96746 -5.05641
C 3.05755 6.98102 -4.32361
O 2.64365 7.28092 -2.97914
C 3.44003 8.23973 -2.29270
H -0.92236 1.73408 -3.43444
H -2.66036 2.20639 -3.28515
H -1.57954 2.69195 -2.03967
H 0.54198 3.62604 -4.11932
H 0.07392 4.88804 -2.88451
H -1.22656 5.83547 -5.04830
H -0.08624 4.99107 -5.97924
H 0.80110 6.94453 -3.85333
H 2.51642 5.81411 -6.07086
H 2.28280 5.03335 -4.51101
H 3.15486 7.93744 -4.83732
H 4.05188 6.53450 -4.31895
H 4.40853 7.95338 -1.88266
H 2.87546 8.33883 -1.36560
H 3.45498 9.23702 -2.73233
C 6.62486 1.88785 -7.91260
O 6.43002 1.62241 -6.52426
C 7.49138 1.03924 -5.77520
C 7.06025 0.73002 -4.37058
N 5.91282 -0.13535 -4.29530
C 5.60259 -0.46441 -2.91127
C 4.31363 -1.28275 -2.84555
O 3.19300 -0.48231 -3.22729
C 1.93082 -1.08206 -3.01945
H 7.05539 1.09566 -8.52512
H 7.33336 2.70569 -8.04392
H 5.70743 2.23056 -8.39113
H 8.35913 1.66109 -5.55515
H 7.76072 0.09196 -6.24230
H 6.82776 1.64562 -3.82679
H 7.92542 0.22490 -3.94112
H 5.11249 0.30211 -4.72912
H 5.53521 0.39287 -2.24148
H 6.38312 -1.12480 -2.53342
H 4.18444 -1.72969 -1.85982
H 4.45441 -2.18762 -3.43672
H 1.85145 -1.60162 -2.06454
H 1.66021 -1.65422 -3.90688
H 1.17823 -0.30091 -2.91220
C 6.33278 -10.19700 -2.44814
O 5.03772 -9.54270 -2.33481
C 4.65355 -8.71643 -3.46925
C 4.44130 -7.22137 -3.10873
N 3.69297 -6.55769 -4.13418
C 3.17256 -5.25089 -3.76716
C 2.00375 -5.18253 -2.78573
O 2.39672 -5.22361 -1.39755
C 1.36764 -5.02061 -0.46100
H 6.41780 -10.91752 -1.63467
H 7.20634 -9.55631 -2.32758
H 6.43144 -10.87578 -3.29526
H 3.74096 -9.16093 -3.86638
H 5.36392 -8.79583 -4.29214
H 5.37188 -6.67892 -2.94179
H 3.90775 -7.11371 -2.16436
H 4.35323 -6.35624 -4.87146
H 2.62674 -4.91189 -4.64764
H 4.04288 -4.61158 -3.61912
H 1.37782 -6.00981 -3.12023
H 1.41543 -4.30980 -3.06913
H 1.80227 -5.01995 0.53861
H 0.60705 -5.79367 -0.35150
H 0.85979 -4.06215 -0.56833
C -2.37427 7.56578 5.53215
O -2.14793 7.62131 4.09407
C -3.05725 6.66969 3.51550
C -2.70111 6.57192 2.01954
N -1.50466 5.64803 1.87499
C -0.97317 5.57964 0.48905
C 0.43542 5.13066 0.37744
O 1.13831 5.89411 1.36256
C 2.50972 5.90644 1.07053
H -2.30826 6.61362 6.05860
H -3.39608 7.84526 5.78885
H -1.79457 8.36135 6.00026
H -4.05640 7.08803 3.63716
H -2.90890 5.70462 4.00000
H -2.48397 7.53840 1.56472
H -3.58843 6.18359 1.51957
H -0.84511 6.03512 2.53474
H -1.02280 6.52940 -0.04350
H -1.61758 4.88947 -0.05546
H 0.67848 5.13718 -0.68509
H 0.48911 4.08766 0.68947
H 3.00814 4.95460 0.88702
H 3.05457 6.36367 1.89648
H 2.73937 6.48025 0.17270
C 5.75785 6.25835 3.50687
O 5.37443 5.75080 2.23351
C 6.46043 5.84613 1.28162
C 5.96506 5.73603 -0.18737
N 5.32380 4.45718 -0.45750
C 4.40628 4.54730 -1.57813
C 3.63420 3.20711 -1.75424
O 2.63282 3.23065 -0.73875
C 1.61526 2.28524 -0.95915
H 6.22279 7.24330 3.54928
H 6.52378 5.67330 4.01596
H 4.96939 6.32806 4.25625
H 7.18009 5.05886 1.50610
H 6.95433 6.81398 1.36777
H 6.85643 5.89743 -0.79358
H 5.27152 6.57450 -0.25116
H 4.81420 4.11222 0.34337
H 4.94979 4.65025 -2.51733
H 3.72585 5.39336 -1.48172
H 4.42835 2.46787 -1.64959
H 3.24525 3.19371 -2.77240
H 1.06406 2.05918 -0.04637
H 2.06124 1.34165 -1.27355
H 0.90782 2.63673 -1.71021
C 2.79980 -1.75549 0.77638
O 3.87111 -1.60478 1.62955
C 3.99554 -0.25401 2.20357
C 4.75164 0.68495 1.21151
N 6.19054 0.60581 1.22542
C 6.77351 -0.70733 0.89537
C 8.34795 -0.55070 1.10694
O 8.68601 -0.47616 2.52174
C 10.09998 -0.55388 2.75738
H 2.74390 -2.80950 0.50423
H 2.85915 -1.14828 -0.12688
H 1.88369 -1.44200 1.27696
H 4.55978 -0.33879 3.13230
H 2.99754 0.12013 2.43184
H 4.39462 1.67876 1.48161
H 4.41468 0.61945 0.17697
H 6.53899 0.95614 2.10630
H 6.54162 -1.05897 -0.10996
H 6.28681 -1.39533 1.58665
H 8.82730 0.30655 0.63422
H 8.76638 -1.47981 0.71993
H 10.56055 -1.53922 2.68608
H 10.34037 -0.11133 3.72406
H 10.60503 0.08882 2.03630
C 0.27053 -6.18032 3.23739
O -0.95626 -5.94668 2.45224
C -1.46683 -4.55265 2.53840
C -2.05978 -4.18155 3.92898
N -3.49272 -4.62625 4.10103
C -3.88470 -4.01184 5.32709
C -5.37540 -4.24075 5.79909
O -5.58353 -5.56638 6.31449
C -6.88098 -5.80228 6.81541
H 0.01998 -6.01649 4.28548
H 1.02280 -5.44507 2.95173
H 0.68371 -7.18885 3.22107
H -2.17630 -4.44340 1.71814
H -0.64049 -3.86868 2.34492
H -2.14149 -3.09633 3.99006
H -1.40153 -4.67517 4.64392
H -3.57341 -5.63200 4.14624
H -3.64859 -2.95529 5.20036
H -3.21020 -4.44731 6.06433
H -6.08685 -4.23219 4.97335
H -5.62916 -3.41159 6.45956
H -7.03273 -6.87241 6.95647
H -7.72765 -5.59638 6.16052
H -6.96443 -5.17199 7.70078
C -5.28488 -9.62964 -4.03128
O -5.16158 -8.88899 -2.76479
C -3.77165 -8.96262 -2.25667
C -3.64369 -8.10125 -0.97502
N -3.68749 -6.64700 -1.20332
C -2.41929 -6.01547 -1.57026
C -2.55120 -4.39957 -1.60634
O -1.42217 -4.06395 -2.47874
C -1.66392 -2.91967 -3.26909
H -4.67605 -9.18133 -4.81641
H -6.29480 -9.45127 -4.40055
H -4.95102 -10.66596 -3.97971
H -3.06122 -8.61238 -3.00547
H -3.64470 -9.99415 -1.92815
H -2.75769 -8.28284 -0.36664
H -4.49318 -8.26222 -0.31127
H -4.37362 -6.58588 -1.94195
H -2.25455 -6.25167 -2.62154
H -1.53719 -6.21856 -0.96300
H -2.38959 -3.90282 -0.64967
H -3.53660 -4.11043 -1.97166
H -2.51511 -3.02729 -3.94137
H -0.77359 -2.83058 -3.89157
H -1.85011 -2.04006 -2.65287
*
```

Kohn-Sham gap in eV: 5.2
Highest occupied orbital energy in eV: -3.7484
LUMO energy in eV: 1.5
Total energy in eV: -180273.8080